[1]
{"formula": "C29H45FP2Ti", "method": "the ωB97M-V functional and the def2-TZVPD basis", "orbital_gap_ev": [4.616, 4.639], "total_charge": 2, "homo_ev": [-12.9, -12.9], "symbols": ["Ti", "C", "C", "C", "C", "C", "C", "H", "H", "H", "C", "H", "H", "H", "C", "H", "H", "H", "C", "H", "H", "H", "C", "H", "H", "H", "C", "C", "C", "C", "C", "C", "C", "C", "H", "H", "H", "H", "H", "H", "H", "H", "H", "H", "H", "H", "P", "C", "C", "P", "C", "C", "C", "H", "H", "H", "H", "H", "H", "H", "H", "H", "H", "H", "H", "H", "H", "F", "C", "C", "C", "C", "C", "C", "H", "H", "H", "H"], "positions_angstrom": [[0.366641, -0.186576, -0.038735], [-0.873401, -1.922180, 1.992426], [0.424279, -2.091698, 1.339713], [0.659235, -0.654236, 3.153924], [-0.711187, -0.992608, 3.040248], [1.385112, -1.343917, 2.157525], [-2.063776, -2.807346, 1.879597], [-1.909695, -3.620345, 1.169918], [-2.970043, -2.248537, 1.603842], [-2.250686, -3.274868, 2.860718], [-1.759341, -0.559906, 3.999412], [-2.761619, -0.757513, 3.606183], [-1.712390, 0.514490, 4.215260], [-1.664458, -1.077685, 4.968878], [1.240543, 0.150774, 4.253462], [1.291772, -0.422233, 5.193583], [0.640223, 1.043327, 4.461955], [2.251258, 0.496022, 4.009622], [2.845501, -1.610404, 2.228553], [3.081847, -2.043542, 3.214829], [3.438460, -0.691373, 2.127963], [3.173909, -2.337189, 1.479367], [0.816744, -3.247040, 0.489458], [1.397942, -4.002129, 1.039983], [1.451845, -2.946241, -0.349008], [-0.042631, -3.774754, 0.067614], [-1.536967, 1.095772, -2.629957], [-1.952138, -0.189637, -3.254066], [-1.141750, -0.839199, -4.271556], [0.352247, -0.937186, -3.966898], [0.841279, -0.693503, -2.511602], [1.750501, 0.478182, -2.491490], [1.042901, 1.767834, -3.023775], [-0.450239, 1.884354, -3.352840], [-1.316906, -0.247591, -5.190975], [0.916521, -0.255055, -4.623280], [-1.526729, -1.831933, -4.463715], [-0.553582, 1.744559, -4.431669], [-2.400642, 1.753297, -2.464990], [-3.032698, -0.427112, -3.237428], [-0.705657, 2.925110, -3.132284], [1.328326, 2.630346, -2.405455], [2.627866, 0.340721, -3.116300], [1.542487, 1.950534, -3.993463], [0.695026, -1.940805, -4.267191], [1.355200, -1.621442, -2.192222], [-2.367272, -0.525372, -0.536720], [-3.872551, 0.475862, -0.851969], [-2.206780, -2.167188, -1.446105], [2.526375, 0.683410, -0.817628], [-1.120889, 0.530463, -1.298418], [3.869643, -0.536055, -0.858639], [3.173561, 2.362462, -0.762213], [-3.767961, 1.415187, -0.303692], [-4.728605, -0.057614, -0.434269], [-4.056419, 0.716550, -1.897928], [-1.393566, -2.178973, -2.203116], [-3.176232, -2.406939, -1.921019], [-1.972430, -2.957436, -0.711161], [2.988839, 3.002065, -1.616373], [4.244071, 2.253924, -0.611372], [2.706148, 2.833088, 0.096222], [-0.702277, 1.350692, -0.676826], [-0.114930, -0.409484, -1.888639], [4.450741, -0.318778, 0.049688], [4.485874, -0.447558, -1.745424], [3.501656, -1.562785, -0.792660], [-1.026157, 4.594452, 4.023625], [-0.766663, 3.624768, 3.087858], [0.542360, 3.357040, 2.751633], [0.815486, 2.317590, 1.864090], [-0.231283, 1.602332, 1.300187], [-1.541022, 1.887404, 1.656815], [-1.819384, 2.919731, 2.543324], [1.353663, 3.934674, 3.168573], [1.845419, 2.059895, 1.632610], [-2.378211, 1.304146, 1.255400], [-2.842341, 3.162933, 2.798984]], "forces_ev_per_angstrom": [[-1.2288, -0.6083, 4.5547], [0.3371, 0.8054, 1.2377], [0.6200, 1.2830, 0.0556], [0.0292, -0.4304, -0.4974], [-0.2355, -0.7137, -0.6908], [-0.9182, -0.0227, -1.3219], [-0.2810, -0.0033, -0.0408], [-0.0719, 0.0272, 0.0616], [0.1259, -0.2029, 0.0776], [0.0242, 0.1949, -0.3160], [-0.4435, 0.1575, 0.2623], [0.1155, -0.0299, 0.1214], [0.0985, -0.1775, -0.0754], [-0.0356, 0.0883, -0.3124], [0.2357, 0.4063, 0.0851], [-0.0311, 0.0369, -0.2958], [-0.0225, -0.1949, -0.0261], [-0.1272, -0.1559, 0.1001], [0.5675, 0.0591, 0.1930], [0.0390, 0.1304, -0.3192], [0.0497, -0.2691, 0.0663], [-0.0156, 0.1791, 0.0707], [0.2146, -0.8152, -0.1474], [-0.1291, 0.1737, -0.0285], [0.0931, -0.0744, -0.0991], [0.0728, 0.1273, 0.0035], [-0.0550, -0.4284, -0.5559], [-0.9323, 2.4035, -1.4339], [-0.0984, -0.9700, 0.9296], [1.3669, -0.1920, -0.2724], [0.7859, -2.0567, -0.7975], [0.4611, 1.5322, 0.0742], [1.1208, 0.3867, -0.3363], [-0.0896, 0.3067, -0.2462], [-0.1245, 0.0834, 0.2504], [-0.2806, -0.2168, 0.2270], [-0.3254, -0.1631, -0.2882], [-0.2522, 0.1659, 0.0904], [0.0977, -0.2434, -0.2566], [0.7544, -0.2223, 0.3223], [0.0523, -0.0642, -0.3296], [-0.2584, -0.3593, -0.1575], [0.0312, -0.3229, -0.4007], [-0.1886, 0.2231, 0.5090], [-0.3163, 0.3452, 0.0594], [-0.1569, 0.3505, -0.0161], [0.4161, 0.1772, 1.1333], [-0.5648, -0.7196, 0.0427], [-0.4940, 0.0942, -0.3188], [-0.4857, -0.3001, -0.9914], [-1.9453, 0.4057, 0.2794], [0.1344, 0.3041, 0.6558], [0.3708, -0.1216, 0.6528], [0.1350, -0.1589, -0.0091], [-0.0838, 0.1258, -0.1547], [-0.1950, -0.0860, 0.0258], [-0.5738, -0.1435, 0.4588], [0.5057, -0.1135, 0.0546], [-0.2124, 0.5276, -0.3378], [0.0392, -0.2747, -0.2732], [0.1697, 0.3190, 0.1376], [0.2650, 0.2857, 0.0836], [-0.5693, 0.3641, 0.2362], [1.2858, -0.7378, -0.7336], [0.1250, -0.3331, -0.3530], [0.1786, 0.1936, -0.1357], [-0.0873, 0.1766, 0.0705], [0.2451, -0.8761, -1.0487], [-0.2189, 0.8363, 0.8982], [0.5330, -0.0960, -0.0821], [-0.4148, 0.4431, 0.1139], [1.0551, -1.4593, -1.1144], [-0.2762, 0.1656, -0.2437], [-0.2742, -0.0820, -0.0099], [-0.0478, 0.1015, 0.2084], [-0.1465, 0.1200, 0.2327], [0.4066, 0.3000, 0.2678], [0.0498, 0.0336, 0.1639]]}

=====

[2]
{"formula": "C29H45N6O6P2STi", "method": "the ωB97M-V functional and the def2-TZVPD basis", "spin_multiplicity": 3, "orbital_gap_ev": [6.218, 7.295], "total_charge": 1, "s2": 2.0140, "relative_energy_ev": 0.621, "homo_ev": [-8.0, -9.8], "symbols": ["Ti", "N", "C", "S", "N", "N", "C", "C", "C", "C", "C", "C", "C", "C", "C", "C", "C", "C", "N", "H", "H", "H", "H", "H", "H", "H", "H", "H", "H", "H", "C", "C", "C", "O", "P", "O", "C", "P", "O", "O", "C", "C", "C", "O", "C", "C", "C", "O", "C", "C", "C", "H", "H", "H", "H", "H", "H", "H", "H", "H", "H", "H", "H", "H", "H", "H", "H", "H", "H", "H", "H", "H", "H", "H", "H", "H", "H", "H", "H", "H", "H", "N", "C", "C", "C", "N", "H", "H", "H", "H"], "positions_angstrom": [[0.902921, 1.201580, 0.492955], [4.227853, -0.144152, 3.042782], [3.069261, 0.226838, 2.421628], [2.933681, -0.194532, 0.699853], [2.204787, 0.869809, 3.133437], [1.116354, 1.357282, 2.401388], [0.018865, 1.746486, 3.064145], [-0.186950, 1.482576, 4.508210], [-0.552440, 2.496329, 5.389510], [-0.791739, 2.216055, 6.729524], [-0.665461, 0.916617, 7.198866], [-0.287253, -0.099543, 6.327587], [-0.045352, 0.181860, 4.992025], [-1.014399, 2.287638, 2.238363], [-2.289943, 2.684569, 2.703088], [-3.222508, 3.151999, 1.828675], [-2.920247, 3.229627, 0.442874], [-1.693179, 2.820853, 0.036249], [-0.729396, 2.357072, 0.879525], [4.788779, -0.854973, 2.610971], [4.254570, -0.060250, 4.045168], [-0.629347, 3.516161, 5.028288], [-1.071673, 3.014781, 7.406249], [-0.857646, 0.695263, 8.241140], [-0.177532, -1.113993, 6.692728], [0.250344, -0.606039, 4.310799], [-2.516809, 2.597980, 3.756240], [-4.195046, 3.462716, 2.191617], [-3.641993, 3.590097, -0.278472], [-1.439393, 2.820860, -1.018829], [-4.004526, -0.917459, -1.361501], [-2.935698, -0.716178, -0.318726], [-3.450631, -0.775596, 1.098807], [-1.939116, -1.791082, -0.550616], [-0.499035, -1.729388, 0.048798], [-0.233212, -0.480275, 0.826967], [0.592646, -1.827576, -1.378401], [0.539661, -0.329394, -2.375809], [0.642245, 0.901411, -1.519868], [1.644692, -0.441076, -3.463107], [3.071602, -0.202314, -3.111550], [3.482345, 1.097511, -3.755299], [3.847908, -1.403584, -3.585883], [-0.815741, -0.327560, -3.133548], [-1.176499, -0.801117, -4.484039], [-0.545054, 0.075099, -5.540758], [-0.849797, -2.272590, -4.622365], [-0.271620, -2.971461, 0.941099], [-0.815647, -4.339377, 0.864220], [-2.172342, -4.374792, 1.525811], [-0.817923, -4.858309, -0.558744], [-4.759819, -0.135754, -1.258476], [-4.489817, -1.887918, -1.232678], [-3.582756, -0.862949, -2.365866], [-2.422834, 0.229881, -0.483823], [-4.028345, -1.686736, 1.265848], [-4.100562, 0.084923, 1.272259], [-2.636236, -0.726729, 1.825208], [0.328516, -2.675241, -2.012523], [1.606122, -1.942386, -0.981206], [3.141972, -0.110217, -2.026030], [3.386524, 1.032744, -4.841456], [4.522104, 1.316109, -3.506144], [2.862403, 1.919240, -3.392342], [3.725195, -1.534945, -4.663694], [3.519569, -2.314468, -3.080334], [4.908237, -1.259415, -3.370008], [-2.252828, -0.660807, -4.494829], [0.532674, -0.085698, -5.599865], [-0.735370, 1.128376, -5.330873], [-0.987153, -0.165880, -6.508780], [0.231312, -2.437537, -4.601369], [-1.225764, -2.639574, -5.578326], [-1.323282, -2.853566, -3.827566], [-0.100332, -4.902930, 1.453014], [-2.914000, -3.861205, 0.912835], [-2.136306, -3.904293, 2.508646], [-2.485655, -5.412092, 1.650418], [-1.450118, -4.241113, -1.203160], [-1.227980, -5.867746, -0.564630], [0.192155, -4.905382, -0.970811], [1.748265, 3.586853, -1.071903], [2.756175, 4.373940, -1.457557], [3.799298, 4.149140, -0.586557], [3.316206, 3.184976, 0.303378], [2.069359, 2.839872, 0.000703], [0.840237, 3.490957, -1.492049], [2.659112, 5.035964, -2.303960], [4.772182, 4.611014, -0.592235], [3.808172, 2.724136, 1.144676]], "forces_ev_per_angstrom": [[0.3000, -1.2197, -0.3977], [-0.0190, -0.0033, -0.1651], [0.0222, -0.2125, -0.0569], [0.3719, 0.0727, 0.3950], [-0.4866, 0.3824, -0.0579], [0.3094, -0.0502, 1.5770], [-0.0099, -0.0707, 0.0577], [0.0361, 0.0891, -0.0278], [0.0416, 0.0590, 0.0483], [0.0152, -0.0120, -0.0421], [0.0095, -0.0084, -0.0394], [-0.0004, 0.0435, -0.0200], [-0.0457, -0.0265, 0.0398], [0.1583, 0.0451, -0.1794], [0.0868, -0.0790, 0.1120], [-0.1829, 0.1345, -0.1893], [-0.3269, 0.0891, 0.2409], [0.4879, -0.1641, 0.1360], [-0.9519, 0.4040, 0.4234], [-0.0001, -0.0292, 0.0064], [-0.0158, -0.0015, 0.0258], [-0.0145, -0.0402, 0.0156], [0.0182, -0.0387, -0.0392], [0.0184, 0.0041, -0.0208], [-0.0143, 0.0463, -0.0182], [0.0097, 0.0036, 0.0104], [0.0108, -0.0033, -0.0235], [0.0381, -0.0294, -0.0356], [0.0292, -0.0056, 0.0682], [0.0778, -0.0180, -0.0221], [-0.0658, -0.0334, -0.0596], [0.0594, -0.0421, -0.0397], [-0.0097, -0.0373, 0.1237], [-0.4377, 0.0658, -0.0067], [0.1148, 0.3701, 0.1865], [-0.3856, -0.5558, -0.4076], [0.0434, 0.1111, 0.0612], [-0.2763, 0.4067, 0.2281], [-0.2563, -0.6327, -1.0973], [0.4513, -0.0326, -0.0640], [-0.0615, -0.0219, 0.0084], [-0.0390, 0.0743, -0.0682], [0.0254, -0.0950, -0.0649], [-0.2059, 0.0727, -0.2516], [0.1810, -0.1049, 0.1244], [0.1125, 0.0436, -0.0429], [0.0462, -0.0315, 0.0124], [0.1061, -0.3273, 0.0972], [0.0043, 0.1308, -0.1220], [-0.0789, 0.0730, -0.0066], [0.0082, 0.0549, -0.0602], [0.0288, -0.0471, -0.0129], [0.0165, 0.0615, -0.0032], [-0.0111, 0.0010, 0.0381], [0.1028, 0.0366, -0.0243], [0.0046, 0.0222, 0.0019], [0.0111, -0.0460, -0.0020], [-0.0494, 0.0267, -0.0661], [0.0561, -0.0124, 0.0349], [0.0375, -0.0550, -0.0287], [-0.0499, 0.0006, 0.0649], [0.0240, 0.0090, 0.0430], [-0.0384, -0.0125, -0.0141], [0.0325, -0.0342, -0.0005], [0.0284, 0.0089, 0.0619], [0.0166, 0.0614, -0.0310], [-0.0593, -0.0143, -0.0139], [-0.1214, 0.0166, 0.0566], [-0.1217, 0.0071, -0.0145], [-0.0153, -0.0340, -0.0180], [0.0093, 0.0100, 0.0229], [-0.0691, 0.0139, -0.0154], [0.0125, 0.0119, 0.0264], [0.0024, 0.0272, -0.0413], [0.0962, -0.0415, 0.1005], [-0.0002, -0.0164, 0.0129], [0.0138, -0.0267, -0.0288], [0.0051, 0.0181, -0.0037], [-0.0008, -0.0517, 0.0464], [0.0161, -0.0192, 0.0004], [-0.0414, 0.0178, 0.0311], [-0.2108, -0.0375, -0.0344], [0.1762, 0.2409, -0.0684], [0.0506, 0.0133, 0.0204], [0.1100, -0.0159, 0.1739], [0.7301, 1.1312, -0.7143], [-0.0232, -0.0446, -0.0221], [0.0028, -0.0354, 0.0718], [-0.0835, -0.0131, 0.0133], [0.0024, -0.0278, -0.0358]]}

=====

| no. | DFT total energy (Eh) |
| --- | --- |
| 1 | -2763.21900 |
| 2 | -3842.53914 |